Entry 1:
Molecular formula: C36H44Cl28I2N2O2S
Method: DFT, ωB97M-V/def2-TZVPD

```
115
Properties=species:S:1:pos:R:3:mulliken_charge:R:1
C 4.351 -3.196 1.563 -1.27
C 4.018 -3.034 0.086 -0.21
C 3.524 -1.612 -0.328 0.07
C 3.171 -0.678 0.816 0.96
C 4.138 0.267 1.222 1.51
C 5.509 0.278 0.575 -2.19
N 5.572 1.045 -0.694 0.19
C 3.845 1.182 2.246 0.61
C 4.808 2.218 2.764 -2.04
C 4.958 3.375 1.786 0.37
C 3.635 4.070 1.505 -1.53
I 6.360 4.826 2.547 0.03
C 2.596 1.148 2.846 -1.06
C 1.660 0.216 2.448 0.97
C 1.920 -0.722 1.450 -1.87
N 0.855 -1.597 1.169 0.32
O 1.160 -2.819 0.597 0.26
C 0.448 -3.874 1.245 -0.40
C 0.315 -4.993 0.210 -0.76
C -0.385 -1.034 0.832 -0.46
C -1.099 -1.331 -0.318 -0.74
C -2.336 -0.760 -0.544 0.57
C -3.159 -1.095 -1.768 -0.92
C -2.896 0.138 0.395 1.90
C -4.266 0.716 0.147 -1.18
C -4.272 2.129 -0.500 -0.67
C -2.936 2.596 -1.041 -1.19
I -5.737 2.212 -2.101 0.02
C -2.158 0.468 1.543 0.24
C -2.682 1.468 2.543 -2.16
C -3.079 0.851 3.863 0.68
O -3.686 -0.140 3.976 -0.44
Cl -2.588 1.807 5.284 -0.16
C -0.918 -0.141 1.753 0.78
S 0.051 0.200 3.200 -0.41
H 5.069 -2.457 1.911 0.26
H 3.458 -3.181 2.179 0.21
H 4.818 -4.171 1.710 0.45
H 3.220 -3.736 -0.132 0.05
H 4.849 -3.330 -0.552 0.63
H 4.325 -1.194 -0.922 -0.38
H 2.677 -1.684 -1.005 0.04
H 5.809 -0.759 0.438 0.44
H 6.220 0.680 1.289 0.56
H 6.402 1.628 -0.635 0.32
H 5.804 0.390 -1.438 -0.31
H 4.444 2.621 3.707 0.66
H 5.778 1.782 2.996 0.55
H 5.371 3.053 0.840 0.01
H 2.966 3.413 0.954 0.25
H 3.196 4.447 2.425 0.42
H 3.837 4.919 0.859 0.53
H 2.335 1.847 3.628 0.58
H 0.990 -4.238 2.118 0.42
H -0.543 -3.550 1.554 0.31
H -0.701 -5.063 -0.163 0.30
H 0.940 -4.683 -0.622 -0.01
H 0.686 -5.951 0.555 0.30
H -0.652 -2.038 -1.003 0.37
H -2.629 -1.727 -2.471 -0.14
H -4.003 -1.685 -1.405 0.37
H -3.579 -0.210 -2.236 0.24
H -4.874 0.018 -0.402 -0.14
H -4.753 0.799 1.117 0.52
H -4.649 2.826 0.240 0.69
H -3.055 3.588 -1.471 0.51
H -2.563 1.924 -1.807 0.30
H -2.192 2.678 -0.251 0.23
H -3.532 2.035 2.180 0.35
H -1.902 2.204 2.737 0.51
C 5.925 5.709 6.819 0.27
Cl 7.224 6.571 7.645 -0.14
Cl 6.149 3.963 6.934 -0.13
Cl 4.345 6.153 7.457 -0.10
H 5.951 5.980 5.771 0.07
C -4.408 -3.941 -4.729 -0.16
Cl -3.609 -4.112 -6.289 -0.09
Cl -3.355 -4.508 -3.425 -0.09
Cl -4.893 -2.268 -4.456 -0.09
H -5.298 -4.556 -4.734 0.40
C -7.902 -0.963 0.566 -0.10
Cl -7.187 -1.122 -1.040 -0.07
Cl -6.843 -1.662 1.793 -0.11
Cl -8.241 0.730 0.919 -0.11
H -8.837 -1.507 0.574 0.41
C 0.574 3.661 7.158 -0.02
Cl 0.106 5.078 8.101 -0.14
Cl -0.168 3.702 5.556 -0.08
Cl 2.328 3.546 7.034 -0.05
H 0.211 2.781 7.671 0.28
C 0.087 -2.587 -4.273 0.44
Cl 0.856 -2.871 -5.833 -0.14
Cl 1.048 -3.225 -2.945 -0.05
Cl -0.205 -0.871 -4.007 -0.11
H -0.864 -3.106 -4.267 -0.22
C -6.181 -5.061 -9.569 0.00
Cl -6.686 -6.615 -8.904 -0.12
Cl -6.544 -3.751 -8.445 -0.09
Cl -4.464 -5.081 -9.973 -0.11
H -6.739 -4.887 -10.479 0.33
C 4.795 3.451 -2.843 0.63
Cl 4.820 4.806 -1.715 -0.12
Cl 3.660 3.748 -4.160 -0.14
Cl 6.417 3.141 -3.470 -0.15
H 4.474 2.567 -2.303 -0.28
C 5.818 -2.126 -4.357 -0.12
Cl 6.246 -0.618 -3.532 -0.13
Cl 4.311 -2.782 -3.723 -0.01
Cl 5.703 -1.864 -6.094 -0.13
H 6.607 -2.842 -4.173 0.34
C -11.895 2.464 -0.416 0.03
Cl -10.270 2.350 -1.085 -0.07
Cl -13.031 3.096 -1.610 -0.13
Cl -12.432 0.894 0.188 -0.12
H -11.868 3.152 0.418 0.29
```

Output
Structure (SMILES): CCCc1c(CN)c(C[C@@H](C)I)cc2c1N(OCC)c1cc(C)c(C[C@@H](C)I)c(CC(=O)Cl)c1S2.ClC(Cl)Cl.ClC(Cl)Cl.ClC(Cl)Cl.ClC(Cl)Cl.ClC(Cl)Cl.ClC(Cl)Cl.ClC(Cl)Cl.ClC(Cl)Cl.ClC(Cl)Cl
Kohn-Sham gap: 8.0 eV
Largest force on an atom: 1.5 eV/A
Molar mass: 1815.319 g/mol

Entry 2:
Molecular formula: C36H44F16N4O8S2
Method: DFT, ωB97M-V/def2-TZVPD

```
110
Properties=species:S:1:pos:R:3:mulliken_charge:R:1
O -25.340 -17.005 7.357 -0.46
S -26.047 -17.180 8.579 1.14
O -27.285 -16.493 8.780 -0.72
O -26.285 -18.734 8.715 -0.18
C -27.053 -19.203 9.865 -0.40
C -28.523 -19.291 9.492 -1.06
C -24.946 -16.817 9.942 -0.73
H -26.805 -18.606 10.740 0.36
H -26.678 -20.219 9.979 0.31
H -28.927 -18.337 9.168 0.30
H -29.097 -19.675 10.338 0.37
H -28.594 -20.022 8.687 0.28
H -24.713 -17.788 10.376 0.37
H -25.449 -16.152 10.634 0.34
H -24.036 -16.382 9.533 0.13
O -21.064 -11.589 11.081 -0.60
S -19.988 -11.250 11.964 1.15
O -20.114 -10.047 12.727 -0.67
O -19.690 -12.478 12.936 -0.14
C -20.846 -12.944 13.662 -0.40
C -20.504 -14.323 14.199 -0.98
C -18.461 -11.234 11.076 -0.34
H -21.753 -13.047 13.065 0.38
H -21.051 -12.231 14.460 0.34
H -19.898 -14.268 15.105 0.32
H -19.981 -14.903 13.443 0.09
H -21.412 -14.841 14.514 0.40
H -18.529 -10.409 10.372 0.19
H -18.318 -12.201 10.603 -0.21
H -17.686 -11.023 11.809 0.48
N -23.292 -20.405 7.691 -0.60
C -22.247 -19.622 7.983 -0.47
C -21.830 -18.587 7.173 -0.44
C -22.586 -18.300 6.045 -0.10
C -23.685 -19.077 5.740 -0.59
C -23.930 -20.180 6.552 -0.29
H -21.829 -19.851 8.958 0.40
H -21.008 -17.941 7.449 0.54
H -22.286 -17.468 5.416 0.77
H -24.371 -18.825 4.945 0.35
H -24.819 -20.779 6.373 0.37
N -22.593 -14.571 8.528 -0.14
C -22.763 -14.723 7.233 -0.90
C -22.027 -14.062 6.255 -0.06
C -21.105 -13.129 6.680 -0.69
C -20.909 -12.946 8.036 0.18
C -21.691 -13.662 8.918 -1.22
H -23.454 -15.501 6.917 0.49
H -22.229 -14.294 5.220 0.50
H -20.453 -12.595 5.997 0.60
H -20.234 -12.175 8.385 0.30
H -21.590 -13.558 9.989 0.81
N -16.901 -8.680 8.495 -0.56
C -18.108 -8.592 7.956 -0.48
C -18.659 -9.569 7.151 -0.37
C -17.854 -10.643 6.777 0.11
C -16.576 -10.726 7.280 -0.48
C -16.150 -9.717 8.128 -0.33
H -18.732 -7.761 8.269 0.35
H -19.637 -9.440 6.705 0.43
H -18.317 -11.436 6.199 0.52
H -15.904 -11.531 7.017 0.43
H -15.145 -9.691 8.537 0.38
N -19.764 -12.472 3.641 0.25
C -19.978 -11.596 2.665 -0.46
C -19.052 -11.267 1.691 -0.66
C -17.861 -11.984 1.685 -0.34
C -17.614 -12.877 2.714 -0.79
C -18.614 -13.126 3.648 -0.14
H -20.899 -11.029 2.765 0.46
H -19.240 -10.476 0.979 0.47
H -17.073 -11.717 0.991 0.42
H -16.627 -13.315 2.791 0.46
H -18.342 -13.802 4.455 0.31
C -23.196 -15.185 2.167 -0.80
C -23.652 -13.742 2.132 1.00
C -25.049 -13.533 2.701 -0.06
F -25.090 -14.010 3.976 -0.19
F -25.351 -12.229 2.742 -0.26
F -22.768 -12.993 2.863 -0.23
F -23.624 -13.205 0.888 -0.34
O -21.836 -15.198 1.807 -0.35
C -21.004 -16.104 2.350 0.83
C -19.641 -15.805 1.721 0.56
F -18.623 -16.364 2.417 -0.27
F -19.604 -16.236 0.445 -0.28
F -21.021 -16.009 3.696 -0.04
F -21.366 -17.372 2.042 -0.34
H -23.759 -15.734 1.410 0.41
H -23.357 -15.539 3.185 0.25
H -25.770 -14.089 2.094 0.29
H -19.434 -14.732 1.706 -0.11
C -17.604 -15.652 9.861 -0.91
C -17.477 -15.040 8.470 0.81
C -18.256 -15.810 7.389 0.87
F -17.543 -15.912 6.252 -0.27
F -18.612 -17.044 7.823 -0.28
F -17.952 -13.773 8.480 -0.08
F -16.166 -14.946 8.102 -0.38
O -17.242 -14.702 10.814 -0.26
C -16.388 -14.953 11.866 0.68
C -16.779 -16.145 12.747 0.53
F -16.774 -17.298 12.017 -0.26
F -15.949 -16.285 13.786 -0.25
F -15.136 -15.125 11.388 -0.32
F -16.432 -13.848 12.608 -0.27
H -16.999 -16.553 9.801 0.49
H -18.654 -15.934 9.965 0.35
H -19.171 -15.248 7.165 -0.36
H -17.804 -16.010 13.102 0.01
```

Output
Structure (SMILES): FC(F)C(F)(F)COC(F)(F)C(F)F.FC(F)C(F)(F)COC(F)(F)C(F)F.CCOS(C)(=O)=O.CCOS(C)(=O)=O.c1ccncc1.c1ccncc1.c1ccncc1.c1ccncc1
Kohn-Sham gap: 9.7 eV
Largest force on an atom: 1.6 eV/A
Molar mass: 1028.870 g/mol